# C7H10N4

C7H10N4 in the gas phase in a non-equilibrium geometry (the ωB97M-V functional and the def2-TZVPD basis, the Open Molecules 2025 dataset).

```
21
Properties=species:S:1:pos:R:3
C -2.54 -1.26 0.97
C -1.22 -1.79 0.78
C -2.65 0.12 0.72
C -0.28 -1.04 0.15
C -0.57 0.37 -0.17
C 0.62 2.22 -1.35
C 2.46 -0.14 0.60
N -1.79 0.84 0.10
N 0.84 -1.51 -0.47
N 0.51 0.97 -0.64
N 1.85 -0.68 -0.60
H -3.33 -1.79 1.61
H -0.99 -2.90 0.82
H -3.60 0.73 0.85
H -0.48 2.56 -1.57
H 1.20 2.95 -0.71
H 1.25 2.36 -2.23
H 1.72 0.35 1.27
H 3.08 -0.91 0.86
H 3.21 0.62 0.27
H 0.71 -2.07 -1.25
```

Results
LUMO level (alpha / beta)   -0.2 / -0.2 eV
Net charge   0
E_HOMO (alpha / beta)   -7.45 / -7.45 eV
DFT total energy   -13376.65596 eV
Energy above the lowest of the compared OMol25 structures with the same formula, charge and spin   119.9 kcal per mole
Frontier orbital gap (alpha / beta)   7.2 / 7.2 eV